{"formula": "C9H9N3S", "method": "the ωB97M-V functional and the def2-TZVPD basis", "e_above_lowest_kj_mol": 417.9, "gap_ev": 7.81, "max_force_ev_per_a": 9.1, "lumo_energy_ev": -0.69, "total_energy_ev": -24780.2629, "total_charge": 0, "elements": ["C", "C", "C", "C", "C", "C", "C", "C", "C", "H", "H", "H", "H", "H", "H", "H", "H", "H", "N", "N", "N", "S"], "positions_angstrom": [[-2.469, -0.494, 0.528], [-1.852, 0.853, -0.001], [-0.321, 0.716, -0.015], [0.521, 2.026, -0.143], [1.823, 1.940, 0.074], [2.513, 0.725, 0.200], [1.590, -0.459, 0.040], [0.252, -0.568, 0.028], [-0.480, -1.875, 0.162], [-3.472, -0.559, 0.381], [-2.293, -0.745, 1.572], [-1.866, 1.209, -1.158], [-2.289, 2.007, 0.345], [-0.043, 2.891, -0.652], [2.622, 2.640, -0.309], [-0.097, -2.427, -0.794], [-0.307, -2.509, 0.979], [-2.094, -1.588, -1.225], [3.853, 0.549, 0.417], [2.378, -1.587, -0.287], [-1.978, -1.635, -0.170], [4.009, -1.111, 0.029]]}